No. 1
Entry from the Open Molecules 2025 dataset: C30H32N4O6ReSi as an isolated structure in a non-equilibrium geometry (ωB97M-V/def2-TZVPD).

The geometry in XYZ format:
```
74
C30H32N4O6ReSi, DFT ωB97M-V/def2-TZVPD
Re 0.61420 -0.39710 0.29960
O 2.39270 -0.09240 -0.71190
C 3.16610 0.88470 -0.85900
C 2.96990 2.18830 -0.36140
C 3.98400 3.15900 -0.48870
C 3.75340 4.44240 -0.07320
C 2.51730 4.81390 0.48760
C 1.52220 3.89300 0.64150
C 1.70100 2.54570 0.22470
O 0.72460 1.72950 0.34320
N 4.80110 5.44500 -0.22350
O 5.87120 5.04620 -0.60990
O 4.51170 6.57920 0.05740
H 4.07950 0.69820 -1.43470
H 4.94070 2.90050 -0.91940
H 2.37600 5.84250 0.78420
H 0.57480 4.15750 1.08490
C -3.19540 -2.92300 1.08540
C -2.00030 -2.55960 0.26450
O -1.30260 -1.59710 0.61630
N -1.71530 -3.29490 -0.81180
C -0.57450 -2.98370 -1.66110
C 0.73400 -3.34240 -0.99070
C 1.32360 -4.57650 -1.23790
C 2.54090 -4.88990 -0.65290
C 3.11930 -3.96100 0.19930
C 2.45590 -2.76920 0.42400
N 1.28810 -2.45530 -0.14830
H -3.72090 -2.01140 1.36120
H -2.85600 -3.39050 2.00910
H -3.86800 -3.60050 0.57350
H -2.29790 -4.08270 -1.05240
H -0.58360 -1.90600 -1.88430
H -0.67760 -3.53980 -2.59270
H 0.84220 -5.28110 -1.89920
H 3.02250 -5.83120 -0.86410
H 4.06260 -4.15900 0.68300
H 2.86990 -2.02830 1.09270
C 2.78180 0.05110 2.98540
Si 1.03620 -0.56390 3.48160
C 0.83840 -0.01630 5.29630
C 0.83220 -2.45860 3.29660
N -0.08820 0.03470 2.17160
C -1.25520 0.68290 2.36570
C -1.78840 0.83360 3.66690
C -2.93610 1.53690 3.92880
C -3.64460 2.12980 2.88750
C -3.20590 1.95670 1.59040
C -2.05080 1.23420 1.30060
O -1.72070 0.94070 0.00790
C -2.24890 1.71310 -1.01610
C -2.28010 3.10770 -0.96360
C -2.92180 3.81620 -1.96180
C -3.51550 3.15160 -3.02620
C -3.42000 1.76990 -3.11350
C -2.78870 1.04790 -2.11700
H 3.52210 -0.72870 3.13260
H 3.08320 0.86960 3.63150
H 2.86270 0.40730 1.96260
H 1.77300 -0.23020 5.81140
H 0.06320 -0.56310 5.82680
H 0.65000 1.04860 5.40920
H 1.78800 -2.96320 3.21320
H 0.23480 -2.70950 2.42370
H 0.33910 -2.87680 4.16730
H -1.28190 0.35090 4.47680
H -3.29590 1.61660 4.94180
H -4.54670 2.68720 3.07970
H -3.79410 2.35850 0.77930
H -1.81900 3.61980 -0.13170
H -2.96910 4.89140 -1.89820
H -4.03840 3.70970 -3.78620
H -3.86140 1.25550 -3.95230
H -2.73990 -0.03010 -2.15930
```

As for the multiplicity: 4. The HOMO energy (alpha / beta) is -13.45 / -13.42 eV. The calculation puts the frontier orbital gap (alpha / beta) at 6.88 / 5.89 eV. As for the relative energy (zero: lowest compared OMol25 entry of this formula, charge and spin): 0.0000 eV. As for the charge: +2.

***

No. 2
Entry from the Open Molecules 2025 dataset: one molecule with the formula C14H13NO3S (ωB97M-V/def2-TZVPD).

The geometry in XYZ format:
```
32
C14H13NO3S, DFT ωB97M-V/def2-TZVPD
O 0.07573 -1.82090 1.02663
C -0.97316 -1.31207 0.71259
C -1.65409 -1.67216 -0.62366
O -0.65879 -1.96877 -1.58865
C 0.19747 -0.96528 -1.82814
O 0.06677 0.13485 -1.36478
C 1.31966 -1.42357 -2.73880
C 1.81309 -0.31262 -3.60028
C 2.45471 0.82363 -3.21972
C 2.74135 1.68494 -4.30350
C 2.31248 1.19169 -5.49111
S 1.54148 -0.33540 -5.31266
N -1.68595 -0.42660 1.44937
C -1.37292 0.11716 2.70454
C -0.25572 -0.26633 3.43825
C -0.01693 0.31083 4.67270
C -0.87775 1.26453 5.18793
C -1.99095 1.64594 4.45748
C -2.23928 1.07674 3.22348
H -2.28868 -0.85456 -0.98231
H -2.23744 -2.58787 -0.50749
H 2.11799 -1.77406 -2.07606
H 0.96968 -2.26791 -3.33246
H 2.70546 1.04045 -2.19762
H 3.24627 2.62840 -4.19814
H 2.39795 1.62434 -6.46791
H -2.52000 -0.03807 1.03090
H 0.41823 -1.00478 3.03927
H 0.85360 0.00942 5.23580
H -0.68344 1.70997 6.15176
H -2.66864 2.39023 4.84849
H -3.10818 1.37784 2.65411
```

The HOMO energy is -8.67 eV. As for the structure (SMILES): O=C(COC(=O)Cc1cccs1)Nc1ccccc1. The calculation puts the frontier orbital gap at 9.31 eV. As for the relative energy (zero: lowest compared OMol25 entry of this formula, charge and spin): 0.8194 eV. As for the charge: 0.

***

No. 3
Entry from the Open Molecules 2025 dataset: C4H10O2P as an isolated structure in a non-equilibrium geometry (ωB97M-V/def2-TZVPD).

The geometry in XYZ format:
```
17
C4H10O2P, DFT ωB97M-V/def2-TZVPD
C -2.23875 1.89652 0.17400
C 1.58455 0.64580 -0.43955
C 0.96040 -1.66167 0.23384
C 0.57839 -0.20859 0.33906
O -1.06188 -0.79413 -1.75662
O -2.01670 -1.07084 0.55900
P -1.09201 -0.01963 -0.50608
H -1.37531 2.19082 0.81182
H -2.42805 2.28170 -0.84980
H 1.28594 1.69666 -0.34983
H 2.51527 0.62076 0.20542
H 1.95170 0.54553 -1.47245
H 1.34474 -1.85703 -0.69646
H 0.04763 -2.19649 0.27241
H 1.67923 -2.00875 1.00461
H 0.47603 0.24765 1.38404
H -2.21117 -0.30830 1.08659
```

The HOMO energy is -3.14 eV. The calculation puts the frontier orbital gap at 7.10 eV. As for the relative energy (zero: lowest compared OMol25 entry of this formula, charge and spin): 2.5349 eV. As for the charge: -1.

***

No. 4
Entry from the Open Molecules 2025 dataset: C29H72BF4N8O9Rb as an isolated structure in a non-equilibrium geometry (ωB97M-V/def2-TZVPD).

The geometry in XYZ format:
```
124
C29H72BF4N8O9Rb, DFT ωB97M-V/def2-TZVPD
Rb -3.45718 -1.88266 1.66509
B -0.97946 0.64817 -0.39135
F 0.17486 1.06052 0.09535
F -1.57131 1.59718 -1.19998
F -0.86690 -0.56015 -1.04028
F -1.76103 0.36629 0.66519
C 1.57498 1.99954 -3.01587
O 2.23381 3.21662 -2.65899
C 1.34908 4.09696 -1.99556
C 2.26180 5.05087 -1.25554
N 2.45808 4.44346 0.07065
C 3.28182 5.25107 0.97116
C 3.38131 4.70014 2.39873
O 4.37540 3.69592 2.48189
C 5.71804 4.18262 2.57273
H 2.23662 1.50982 -3.73038
H 0.66302 2.01325 -3.61272
H 1.44296 1.39323 -2.11973
H 0.57734 3.56778 -1.43655
H 0.77988 4.64638 -2.74539
H 1.66574 5.94693 -1.08260
H 3.17748 5.31063 -1.78674
H 2.92733 3.56904 -0.11722
H 2.76930 6.21242 1.00653
H 4.26654 5.31413 0.50809
H 2.37996 4.41656 2.72278
H 3.75588 5.48129 3.06023
H 5.95874 4.76151 3.46439
H 6.02638 4.73976 1.68806
H 6.36171 3.32170 2.75329
C -2.94351 0.32084 7.16277
O -1.92373 -0.01307 6.18443
C -2.15627 0.18535 4.76680
C -1.21275 -0.71377 4.06715
N -1.71496 -2.07197 4.13541
C -0.63031 -2.99044 3.73806
C 0.12194 -3.46354 4.99537
O -0.78744 -4.22613 5.84921
C -0.14285 -4.83940 6.96906
H -2.99739 1.40287 7.28281
H -2.63934 0.00385 8.16032
H -3.96346 0.02053 6.92275
H -1.88492 1.24042 4.73080
H -3.18267 0.03220 4.43341
H -0.23267 -0.50491 4.49601
H -1.26603 -0.40669 3.02266
H -1.89484 -2.22754 5.11701
H 0.02214 -2.45907 3.04519
H -1.10906 -3.80913 3.20080
H 0.51877 -2.63944 5.58824
H 0.91434 -4.12556 4.64618
H -0.91550 -5.22310 7.63531
H 0.51618 -4.09991 7.42397
H 0.42529 -5.71582 6.65725
C 2.88192 -3.28429 -2.93240
O 3.25230 -2.35789 -1.88730
C 2.89734 -1.06772 -2.22928
C 3.28153 -0.07286 -1.08161
N 2.50924 -0.58578 0.09694
C 2.76640 0.38081 1.13977
C 1.99255 -0.00230 2.41934
O 2.49890 -1.36304 2.77065
C 2.99041 -1.45948 4.06730
H 2.95526 -2.80341 -3.90783
H 1.82718 -3.55918 -2.92539
H 3.55480 -4.14170 -2.94611
H 1.81586 -0.99345 -2.34320
H 3.33304 -0.74971 -3.17645
H 3.16360 0.99059 -1.28963
H 4.35795 -0.09759 -0.91189
H 1.52745 -0.42004 -0.07254
H 2.27273 1.30779 0.84803
H 3.79142 0.52303 1.48213
H 0.92435 0.11616 2.23762
H 2.20858 0.67935 3.24201
H 2.35750 -1.39566 4.95243
H 3.81137 -0.74475 4.12466
H 3.52602 -2.40797 4.10715
C -3.08239 1.10968 -5.95828
C -3.50038 0.26327 -4.74009
C -4.77368 -0.48442 -5.15654
C -4.51401 -1.82539 -5.87480
C -3.35411 -2.60307 -5.15154
C -2.06194 -1.87482 -4.82728
N -2.46676 -0.59386 -4.18064
O -1.39346 0.03950 -3.66671
C -1.26354 -2.82293 -3.81078
C -1.29523 -1.66499 -6.15479
C -3.91606 1.16628 -3.54041
H -3.80814 1.86016 -6.27162
H -2.94966 0.50390 -6.85466
H -2.14007 1.63987 -5.82031
H -5.39452 -0.61386 -4.27002
H -5.39389 0.14463 -5.79507
H -4.17777 -1.70199 -6.90427
H -5.46107 -2.35298 -5.98809
H -2.99943 -3.40466 -5.79943
H -3.78060 -2.93788 -4.20597
H -0.23462 -2.47445 -3.72122
H -1.79330 -2.83156 -2.85822
H -1.20267 -3.81322 -4.26216
H -0.91764 -2.62754 -6.49980
H -1.86978 -1.20301 -6.95763
H -0.42586 -1.02422 -6.00740
H -4.73420 1.86221 -3.72599
H -3.12554 1.74328 -3.06056
H -4.19566 0.51770 -2.71020
H -1.62779 0.32443 -2.78042
C -0.23786 -3.64518 0.18747
O 0.88123 -3.18605 0.41821
N -1.25074 -3.07670 -0.39444
N -0.40254 -4.87405 0.47726
H -1.18625 -2.10183 -0.65048
H -2.10959 -3.60599 -0.44264
H -1.37282 -5.15405 0.49325
H 0.35430 -5.51190 0.67833
C -0.96410 3.73012 1.93682
O -0.98964 4.78176 2.51680
N 0.13265 3.32888 1.39115
N -1.97376 2.95124 1.63840
H 0.34058 2.41678 1.01047
H 0.88586 4.00060 1.43115
H -1.92805 2.19431 0.97128
H -2.90633 3.19353 1.94126
```

The HOMO energy is -7.66 eV. The calculation puts the frontier orbital gap at 6.35 eV. As for the charge: 0.